[1]
This record from the OMol25 dataset describes a cluster of 10 separate species, C20H62N2O10 in total at a distorted geometry. The level of theory is ωB97M-V/def2-TZVPD.

CARTESIAN COORDINATES (ANGSTROEM)
H  21.78903  22.35970  -15.69617
H  19.07256  20.97179  -13.39360
H  24.41423  16.80238  -9.62487
H  22.19650  26.04073  -9.30515
H  24.70894  22.86274  -4.20384
H  23.48020  26.32731  -11.25340
C  21.67310  26.60677  -10.08394
C  20.98215  24.55060  -6.14046
H  21.22547  22.35931  -10.73393
H  23.19734  28.00101  -10.70266
O  21.67417  28.61744  -8.65722
H  23.60681  24.23770  -3.80264
H  21.67127  25.41125  -15.68535
H  20.55819  28.40408  -10.34388
C  24.08524  17.73489  -9.16509
O  25.12174  19.86264  -12.28120
H  19.90619  25.62610  -10.19498
O  20.01257  23.24959  -16.07147
H  25.59138  28.83807  -4.37239
C  21.12126  23.35191  -13.95727
C  23.12795  22.17542  -9.80811
C  20.92373  27.78019  -9.51331
C  21.72375  28.15313  -7.33489
H  22.90039  23.68449  -11.06657
H  24.49687  19.82391  -11.54806
H  20.50921  26.06684  -11.64833
C  21.32231  23.32366  -15.45565
H  22.10722  24.41114  -17.09982
H  17.27994  24.96028  -9.18162
H  24.95994  18.20204  -8.70831
H  19.96225  27.53202  -9.02578
H  21.77637  19.29462  -5.19225
C  17.81552  23.21889  -9.97385
N  26.21017  26.55555  -6.77735
H  22.32492  27.24234  -7.23279
H  23.18571  24.42492  -15.72945
H  24.90328  22.10202  -8.62740
H  22.14502  28.93314  -6.70259
H  23.97281  26.13641  -5.47843
H  19.93168  24.25953  -6.13926
C  24.31990  23.83109  -4.52071
H  26.81952  26.85592  -4.75961
C  26.41879  19.66343  -11.82397
H  20.75532  25.84085  -4.69649
O  21.34987  25.10815  -4.87969
H  22.26161  27.31931  -12.02449
H  23.78776  23.59476  -5.45385
H  21.76843  22.66116  -13.41805
H  20.30276  20.22889  -5.63589
C  19.17157  20.40590  -12.45627
H  18.09226  23.03506  -11.01189
H  27.00399  27.07052  -7.13679
H  20.14928  19.93373  -12.42391
H  21.29832  21.01424  -9.59996
O  21.26419  20.88921  -3.96982
H  26.10988  29.01601  -6.05083
O  25.34433  24.75702  -4.79179
H  24.49880  26.45876  -3.85821
O  17.99617  24.60343  -9.71072
H  23.65402  21.03139  -8.11122
H  27.10725  19.90139  -12.63755
H  21.20778  25.23786  -6.96198
C  22.13524  24.48000  -16.00781
H  23.39144  17.55777  -8.33921
H  22.67681  18.43572  -10.33292
H  20.18743  23.11364  -17.00730
N  20.75818  25.65851  -10.75129
H  19.16487  21.22994  -11.72610
O  23.55855  23.37614  -10.43394
H  26.44928  25.57059  -6.78604
H  21.13281  22.74574  -9.05647
C  23.82198  22.05262  -8.47525
C  25.49750  28.41740  -5.37455
H  24.46766  28.52690  -5.72247
O  18.18028  19.41409  -12.31623
H  21.64345  23.70239  -6.28935
H  16.77958  22.88092  -9.87783
C  25.92819  26.96454  -5.39795
H  23.45482  21.33396  -10.43334
H  23.54104  22.75255  -7.69565
H  20.08192  23.11226  -13.72937
C  24.86113  26.07845  -4.82484
H  17.31493  19.82172  -12.40306
C  22.72322  27.08571  -11.05600
H  22.01588  21.47082  -3.83575
O  23.56390  18.69638  -10.06962
H  21.89609  20.86192  -5.98048
H  20.71254  27.94882  -6.94722
C  21.31861  20.28703  -5.24645
H  21.28858  24.34862  -13.53727
H  26.63562  18.65063  -11.45742
C  21.60614  22.04751  -9.75182
H  18.42867  22.61706  -9.30016
H  26.74156  20.33514  -11.01017

Computed properties:
E_HOMO = -9.1 eV
maximum force = 1.4 eV Å⁻¹
structure (SMILES) = COC[C@H](C)N.COC[C@H](C)N.CC(C)O.CC(C)O.CO.CO.CO.CO.CO.CO
LUMO level = 0.3 eV
frontier orbital gap = 9.4 eV

These are the Mulliken partial charges, in e, on atoms 1 to 4: 0.23 0.26 0.29 -0.03


[2]
This record from the OMol25 dataset describes a structure of composition C20H65AsF6N19O11 at a distorted geometry. The level of theory is ωB97M-V/def2-TZVPD.

CARTESIAN COORDINATES (ANGSTROEM)
H  -4.40745  -2.52022  3.89647
N  -3.50481  2.00596  1.80446
C  3.64521  3.62589  -1.48065
O  -2.43849  -3.39645  3.65896
C  -3.84046  -3.35678  3.48806
O  -1.42580  1.09092  4.55472
H  0.59233  -3.43695  3.01845
H  4.15109  -3.26344  -0.10822
H  -4.36317  1.78529  2.28883
H  -6.54681  3.40971  -4.19246
O  -0.35001  0.72935  -6.15017
N  2.24640  3.12988  -1.52322
C  4.12285  -3.19134  1.85671
H  7.59274  3.50070  -3.67509
H  1.98100  -2.00391  -4.90994
C  4.13131  3.71152  -0.03174
H  -2.41884  -5.35239  2.66607
N  1.60473  -1.11077  -4.62568
H  0.95905  2.65840  1.41563
N  -2.16494  1.71387  -5.36260
H  5.72276  0.90411  5.35518
N  3.38509  -2.64781  2.81162
H  3.40065  4.21975  0.59750
C  4.55763  2.84852  -2.48528
H  1.58573  -4.61106  3.91293
O  -4.62634  3.59322  0.77356
O  3.80751  2.20558  4.20977
N  -0.55175  -3.70988  -1.75761
F  2.18388  -0.43910  -0.22892
O  5.85701  3.46650  -2.55536
N  -2.48226  3.51974  0.58282
F  0.24372  -1.92467  0.76842
C  -6.62502  2.41209  -3.76032
H  0.64083  4.09368  0.32780
H  -4.21563  0.63308  -3.38164
O  -6.06708  2.48351  -2.45377
H  -4.25167  -4.27321  3.91133
As  0.40493  -0.18158  0.41823
H  2.91723  0.56032  2.93725
H  -6.35729  1.57937  -4.41070
H  -1.42559  0.82570  -3.22199
H  0.29087  2.61115  3.00151
H  6.09679  3.11918  -4.56929
C  -5.57988  1.29873  -1.82202
C  2.08918  -0.54256  -3.61235
H  -3.61030  -0.19080  -0.40098
H  -1.46221  -4.14840  1.98133
C  4.36643  1.11851  3.87532
F  1.08962  0.07040  2.06923
H  0.92185  -5.03424  2.28649
C  0.07878  4.35221  2.01714
H  0.22867  -6.80661  4.45549
H  -4.55269  -1.17985  -1.50217
C  -1.07136  -3.95970  -2.96191
O  -0.55891  4.97944  2.85176
H  4.03469  2.80484  -3.44065
H  -3.78848  -0.18381  4.78781
H  2.57248  -0.86017  -1.82717
H  1.99598  2.47423  -0.79692
N  5.43427  0.59087  4.43935
N  0.35763  4.86172  0.91943
F  0.68264  1.56531  0.09953
C  6.66172  2.93421  -3.65564
H  -1.08797  -2.89504  -4.65563
H  -0.33581  5.54213  0.64325
N  -3.20434  1.90406  -2.14261
C  -3.56446  3.08082  1.07646
H  4.11906  -0.64876  3.12537
N  3.54847  -3.17985  0.69798
H  0.15493  -0.73716  3.97670
N  -0.24951  -6.41941  3.65454
H  -0.54601  -4.43648  -1.05610
H  -1.11870  -6.93283  3.68613
H  -7.69628  2.33101  -3.57611
H  -5.66276  1.36182  -0.73701
O  -1.53547  -5.03807  -3.30266
O  5.16754  -3.72705  2.19785
C  -0.49959  -5.01758  3.73583
H  -0.28631  -2.76907  -1.50361
F  -0.25899  -0.62250  -1.26709
C  -1.80135  -4.50191  2.95503
C  -3.78932  -0.40324  -1.45498
H  -2.85356  -0.88903  -1.73152
H  2.42575  -2.48599  2.54035
H  -0.33572  -2.19667  -3.26861
N  -0.81694  -0.98559  4.09436
H  0.94754  -0.56873  -5.16828
N  -2.91289  -0.60472  4.51162
O  2.06828  0.65551  -3.50738
C  -4.17146  0.81618  -2.30803
N  2.50484  -1.36077  -2.70176
H  -1.21102  -1.84906  3.74907
H  -2.74149  2.07408  -4.61565
H  -3.77972  2.71803  -2.30535
N  0.43690  3.12428  2.14392
H  3.63100  4.63567  -1.89083
H  -2.65738  1.50022  2.01935
H  -0.69107  -4.75907  4.77728
H  -3.94086  -3.38152  2.40298
C  -0.96806  1.13298  -5.17665
H  -2.90083  -1.49269  4.03051
H  5.98702  -0.11510  3.97441
H  0.23972  0.68351  -3.71392
F  -1.27649  0.17819  1.07435
C  0.75284  -4.49620  3.21926
H  2.36691  2.47571  -2.28324
H  -2.39742  1.88193  -6.33101
H  2.72782  -2.60757  0.55967
H  5.06341  4.26004  -0.16750
H  -1.54678  3.29801  0.89236
H  -3.04792  2.04765  -1.15519
H  4.55557  1.81159  -2.14932
N  -0.73623  0.77257  -3.95824
H  -2.72252  4.26383  -0.05648
N  -0.95064  -2.89858  -3.65502
C  -1.70053  -0.10572  4.41247
H  2.63523  -2.34553  -2.88438
H  3.76339  -2.57090  3.74494
H  6.81482  1.86963  -3.47866
H  4.39778  2.70791  0.29971
H  -6.15922  0.42499  -2.12041
N  3.89856  0.32792  2.99282

Computed properties:
<S²> = 0.7556
E_HOMO (alpha / beta) = -8.7 / -8.7 eV
spin multiplicity = 2
maximum force = 8.0 eV Å⁻¹
LUMO level (alpha / beta) = -1.5 / -6.6 eV
frontier orbital gap (alpha / beta) = 7.3 / 2.1 eV

These are the Mulliken partial charges, in e, on atoms 1 to 4: 0.38 -0.01 0.51 -0.61